Entry 1:
A molecular structure, CH3N2P in a non-equilibrium geometry, computed with the ωB97M-V functional and the def2-TZVPD basis.

Geometry (Å):
C 1.691 0.428 0.097
N 2.424 1.302 -0.019
N -1.373 0.370 0.300
P 0.589 -0.966 0.195
H -1.695 -0.224 -0.506
H -1.888 0.132 1.195
H 0.251 -1.044 -1.261

## Properties
Kohn-Sham gap (alpha / beta) = 8.8 / 8.8 eV
Relative energy (zero: lowest compared OMol25 entry of this formula, charge and spin) = 1.998 eV



Entry 2:
2 unconnected molecules or ions with the total composition CH3N3O in a non-equilibrium geometry, computed with the ωB97M-V functional and the def2-TZVPD basis.

Geometry (Å):
C -0.263 1.232 1.574
N 0.700 -1.735 -3.309
N 0.159 -1.550 -2.354
N 0.118 0.531 0.605
O -0.253 -1.279 -1.293
H -0.169 0.958 2.619
H -0.926 2.139 1.435
H 0.633 -0.296 0.724

## Properties
Kohn-Sham gap = 10.9 eV
Relative energy (zero: lowest compared OMol25 entry of this formula, charge and spin) = 3.242 eV
Structure (SMILES) = N#[N+][O-].C=N



Entry 3:
A molecular structure, CH3N3O in a non-equilibrium geometry, computed with the ωB97M-V functional and the def2-TZVPD basis.

Geometry (Å):
C -0.079 0.101 -0.891
N 0.514 -0.889 -0.070
N -0.799 0.731 0.130
N -0.070 -0.158 1.059
O 0.018 0.329 -2.074
H 1.507 -1.108 0.030
H -0.470 1.695 0.130
H -0.620 -0.701 1.685

## Properties
Kohn-Sham gap = 10.4 eV
Relative energy (zero: lowest compared OMol25 entry of this formula, charge and spin) = 2.575 eV